The molecule C3H6N2O, computed with ωB97M-V/def2-TZVPD.

Spin multiplicity ... 1
Kohn-Sham gap ... 10.968 eV
Highest occupied orbital energy ... -10.12 eV
Energy relative to the best compared isomer or geometry (same formula, charge and spin) ... 121.0 kcal per mole
E ... -302.50030 hartree

Geometry as XYZ:
```
12
Properties=species:S:1:pos:R:3:forces:R:3:lowdin_charge:R:1
O -2.008 0.710 1.572 7.141 -2.764 -5.149 -0.069
N -0.252 -0.778 0.293 -2.040 0.280 -0.777 0.002
N -0.018 0.684 -0.106 0.526 0.738 1.482 -0.027
C -0.197 1.103 -1.446 -1.752 1.752 -2.073 -0.086
C -0.938 0.294 0.773 -7.085 2.389 4.963 -0.366
C 0.812 -1.434 0.946 3.581 3.672 -0.515 -0.071
H -0.999 0.443 -1.916 1.379 0.622 0.058 0.105
H 1.589 -0.493 1.153 -1.171 -2.575 -0.688 0.151
H -0.649 2.223 -1.576 1.185 -2.617 0.928 0.141
H 0.813 1.116 -1.910 -0.987 -0.265 -0.173 0.081
H 1.241 -2.184 0.283 0.052 -0.030 0.513 0.080
H 0.605 -1.684 1.935 -0.831 -1.203 1.431 0.058
```
Positions in Å, forces in eV/Å.


The molecule C3H2F2INO, computed with ωB97M-V/def2-TZVPD.

Spin multiplicity ... 1
Kohn-Sham gap (spin up / spin down) ... 9.004 / 9.005 eV
Highest occupied orbital energy (spin up / spin down) ... -9.18 / -9.18 eV
Energy relative to the best compared isomer or geometry (same formula, charge and spin) ... 25.1 kcal per mole
E ... -742.76147 hartree

Geometry as XYZ:
```
10
Properties=species:S:1:pos:R:3:forces:R:3:lowdin_charge:R:1
I -5.390 -0.231 0.144 0.641 0.420 -0.031 0.994
F -3.418 1.689 -0.907 -0.553 0.293 -0.243 0.045
F -3.172 1.371 1.203 -0.026 -1.428 -1.331 0.001
O -2.882 -1.428 -0.461 1.025 -0.556 -0.664 -0.210
N -2.382 -0.238 -0.439 -0.161 -1.071 1.302 -0.211
C 0.045 0.459 -0.771 2.959 0.948 -0.762 0.068
C -3.463 0.713 0.004 0.554 2.160 0.752 -0.848
C -1.167 0.093 -0.632 -2.204 -0.109 0.730 -0.015
H 0.458 0.865 -1.713 -0.790 -0.375 0.091 0.083
H 0.918 0.447 -0.071 -1.445 -0.282 0.156 0.094
```
Positions in Å, forces in eV/Å.


A structure of composition C38H27F3I2N5O9PbS, computed with ωB97M-V/def2-TZVPD.

Spin multiplicity ... 1
Charge ... -1
Kohn-Sham gap ... 3.739 eV
Highest occupied orbital energy ... -5.35 eV
Energy relative to the best compared isomer or geometry (same formula, charge and spin) ... 43.1 kcal per mole
E ... -3901.35393 hartree

Geometry as XYZ:
```
86
Properties=species:S:1:pos:R:3:forces:R:3:lowdin_charge:R:1
Pb -0.924 0.215 -0.833 -0.277 0.792 0.814 1.683
I -4.727 -0.875 6.350 0.154 -0.072 -0.194 0.814
I 0.221 -2.719 3.496 -0.113 0.101 0.200 1.025
S 1.587 -2.235 -0.427 0.229 -0.352 0.243 0.569
F -1.627 -0.097 -5.871 -0.014 0.027 0.142 0.137
F -3.525 -1.113 -5.865 -0.030 0.088 0.293 0.141
F -1.749 -2.162 -5.239 0.026 0.023 0.189 0.128
O 0.393 7.071 2.129 0.045 0.556 0.197 -0.027
O 1.682 5.765 3.496 0.274 0.527 0.390 -0.044
O 2.128 -3.131 -1.419 0.204 0.170 -0.020 -0.292
O 0.380 -2.669 0.218 -0.033 0.335 -0.012 -0.373
O -2.511 2.338 -1.054 -0.255 -0.771 -1.207 -0.119
O -2.260 4.568 -1.458 -0.652 -0.481 -0.354 0.055
O -1.544 -0.020 -3.206 0.755 0.370 1.172 -0.076
O -3.673 -0.797 -3.178 0.159 0.202 0.205 0.084
O -0.795 -0.336 1.596 0.445 0.347 -1.365 -0.200
N -3.346 0.167 0.029 0.271 -0.250 -0.749 -0.092
N -0.302 2.420 0.483 0.310 -2.285 -0.211 0.038
N 0.618 1.536 -2.322 -0.755 -0.225 0.116 0.044
N 1.309 -0.753 -1.044 -1.526 -0.395 0.786 -0.173
N -2.044 -1.991 -1.160 0.326 0.225 0.189 0.034
C 4.449 0.101 -2.841 0.101 0.299 -0.218 -0.068
C -2.382 -0.968 -5.182 0.064 0.024 -0.152 -0.530
C 2.769 1.719 -3.382 -0.186 -0.007 0.178 -0.145
C 0.907 6.052 2.581 -0.492 -1.867 -0.997 -0.687
C 0.450 4.696 1.762 0.358 1.613 0.843 -0.065
C -3.217 -2.240 -0.608 -0.090 0.062 0.061 -0.238
C -3.481 -0.863 4.656 -0.341 0.018 0.228 -0.735
C -0.877 3.541 0.197 -1.893 1.178 -1.548 -0.181
C 2.290 2.850 -4.077 -0.128 0.003 0.081 0.008
C -2.327 -1.625 4.627 -0.027 0.027 -0.026 -0.249
C -0.555 4.749 0.812 0.343 -0.877 -0.065 0.061
C -3.475 0.849 1.304 0.441 0.338 0.481 -0.140
C 4.598 -2.839 2.205 -0.117 0.051 0.019 -0.034
C -4.056 -1.089 -0.096 0.034 -0.051 0.024 -0.113
C -3.837 -0.097 3.562 -0.153 -0.068 0.192 -0.134
C 4.493 -1.731 3.040 0.049 0.002 -0.001 -0.269
C -1.368 -2.962 -1.770 0.081 -0.188 -0.178 -0.129
C -2.038 3.496 -0.923 2.082 0.959 1.804 -0.623
C -3.012 0.017 2.460 0.544 -0.217 -0.115 -0.150
C 4.082 1.228 -3.522 0.134 -0.160 0.017 -0.047
C 1.077 3.494 2.059 -0.319 -0.643 -0.480 0.011
C -3.035 -4.550 -1.188 -0.034 0.158 -0.029 -0.035
C -1.832 -4.261 -1.815 -0.050 0.054 -0.007 -0.021
C 1.003 3.272 -3.897 0.241 0.024 -0.075 -0.011
C -1.719 -0.608 2.445 -0.893 -0.292 0.864 -0.414
C 2.711 -0.889 1.661 -0.058 -0.009 -0.056 -0.097
C 3.559 -0.740 2.741 0.044 -0.055 -0.095 -0.033
C -2.590 -0.541 -3.675 -0.680 -0.384 -0.827 -0.563
C 2.247 -0.137 -1.829 0.923 0.309 -0.542 -0.255
C -1.497 -1.525 3.532 0.409 0.139 -0.683 -0.596
C 1.864 1.065 -2.508 0.398 -0.189 0.008 -0.146
C 2.819 -2.004 0.848 -0.239 0.092 -0.264 -0.308
C 0.187 2.575 -2.995 -0.304 -0.006 0.126 -0.084
C -3.744 -3.525 -0.589 0.102 -0.100 -0.045 0.000
C 5.342 -1.610 4.275 -0.034 -0.006 -0.069 -0.047
C 3.550 -0.586 -2.019 -0.623 0.001 0.223 -0.013
C 0.663 2.351 1.392 0.560 0.471 0.618 -0.101
C 3.769 -2.975 1.100 -0.063 -0.169 -0.191 -0.051
H -1.066 5.656 0.532 0.077 0.087 0.078 0.125
H -2.070 -2.291 5.437 0.001 0.027 0.049 0.074
H 4.707 -1.647 5.162 0.046 0.005 0.047 0.085
H -1.261 -5.027 -2.318 0.062 0.039 -0.022 0.116
H -4.872 -0.985 -0.819 0.039 0.056 0.046 0.139
H -3.567 0.813 -0.725 -0.123 0.003 0.047 0.088
H 1.860 3.452 2.801 -0.023 0.134 0.076 0.111
H 3.490 0.138 3.371 -0.079 -0.001 0.036 0.124
H 5.321 -3.612 2.432 0.023 0.007 -0.023 0.110
H 0.611 4.128 -4.426 -0.068 0.009 0.039 0.115
H -4.517 1.143 1.487 0.060 0.050 -0.180 0.139
H -4.702 -3.711 -0.122 -0.013 0.066 0.030 0.121
H 4.779 1.745 -4.168 -0.016 0.023 -0.017 0.109
H -4.780 0.436 3.578 -0.013 0.035 -0.078 0.096
H -2.877 1.764 1.244 -0.086 -0.039 -0.077 0.124
H 6.063 -2.423 4.332 0.041 0.013 0.042 0.072
H 1.922 -0.191 1.437 0.056 0.125 0.117 0.070
H -3.430 -5.557 -1.191 0.014 -0.015 0.022 0.111
H 5.458 -0.279 -2.943 -0.011 -0.041 0.012 0.107
H 2.954 3.370 -4.757 0.018 -0.003 -0.001 0.120
H -0.437 -2.682 -2.241 0.011 -0.043 -0.045 0.108
H 3.863 -1.501 -1.543 0.109 0.009 -0.023 0.092
H 5.877 -0.661 4.290 0.027 0.005 0.026 0.083
H 1.079 1.381 1.604 -0.036 0.003 -0.022 0.074
H 3.833 -3.829 0.437 0.062 -0.048 0.042 0.116
H -4.476 -1.368 0.874 0.047 -0.009 -0.022 0.136
H -0.841 2.868 -2.826 0.052 0.036 -0.129 0.106
```
Positions in Å, forces in eV/Å.


What strongest force on any atom values result from the calculations? In sequence: 9.23, 3.20, 2.92 eV Å⁻¹.